Record 1
The following is a quantum chemistry calculation of C44H35N11O3RuS as an isolated structure, from the OMol25 dataset.

The geometry in ORCA input format:
```
! wB97M-V def2-TZVPD RIJCOSX def2/J DEFGRID3
* xyz 1 6
Ru 0.2798 0.0851 0.2514
S -0.6519 -1.2953 2.3402
C -1.3038 0.0922 3.0475
N -2.1265 -0.1034 4.1372
N -2.2422 0.9197 4.9654
C -1.2265 1.8253 5.3580
C 0.1193 1.4836 5.2706
C 1.0776 2.4044 5.6593
C 0.7063 3.6512 6.1455
C -0.6390 3.9724 6.2543
C -1.6082 3.0633 5.8598
N -1.1705 1.3481 2.6087
N -0.3534 1.5601 1.5881
C 0.0358 2.9079 1.4687
C 1.1238 3.2229 0.6492
C 1.5377 4.5360 0.5074
C 0.8769 5.5547 1.1809
C -0.1976 5.2427 2.0045
C -0.6206 3.9337 2.1577
H -3.0328 0.8351 5.5885
H 0.4064 0.5009 4.9182
H 2.1259 2.1391 5.6011
H 1.4615 4.3627 6.4505
H -0.9390 4.9367 6.6421
H -2.6593 3.3173 5.9237
H 1.6539 2.4384 0.1192
H 2.3832 4.7626 -0.1295
H 1.1978 6.5816 1.0691
H -0.7143 6.0297 2.5386
H -1.4491 3.6919 2.8055
O 2.5058 -3.1814 -0.5109
C 2.0056 -2.1600 -0.1134
O 0.8794 -1.6470 -0.5421
C 2.6601 -1.3689 1.0024
C 3.7910 -1.8229 1.6500
C 4.3286 -1.0446 2.6629
C 3.7174 0.1579 2.9887
C 2.5865 0.5489 2.2960
N 2.0791 -0.2028 1.3158
H 4.2115 -2.7712 1.3466
H 5.2115 -1.3712 3.1957
H 4.1045 0.7896 3.7755
H 2.0668 1.4705 2.5235
C 0.0568 7.8752 -11.5982
O 1.1977 7.2079 -11.0799
C 1.0623 6.5282 -9.9223
C -0.1229 6.4298 -9.1975
C -0.1469 5.7011 -8.0192
C 0.9933 5.0647 -7.5444
C 2.1774 5.1787 -8.2772
C 2.2159 5.8979 -9.4505
C 0.9177 4.3053 -6.2976
N -0.0879 4.3290 -5.4519
C 0.2669 3.4719 -4.4466
C 1.5063 2.9269 -4.6752
N 1.9190 3.4740 -5.8656
C 2.1339 2.0125 -3.7812
C 3.4137 1.4670 -3.9499
C 3.9103 0.6163 -2.9971
C 3.1238 0.3282 -1.8799
N 1.9161 0.8254 -1.6956
C 1.4070 1.6523 -2.6269
C 0.0771 2.1962 -2.3861
N -0.5786 1.7952 -1.2793
C -1.7524 2.3387 -1.0097
C -2.3631 3.2929 -1.8224
C -1.7295 3.6838 -2.9745
C -0.4820 3.1283 -3.2764
H 0.3816 8.3496 -12.5188
H -0.3020 8.6376 -10.9034
H -0.7468 7.1691 -11.8177
H -1.0259 6.9126 -9.5397
H -1.0649 5.6212 -7.4533
H 3.0976 4.7235 -7.9294
H 3.1296 5.9959 -10.0202
H 2.7649 3.2702 -6.3676
H 4.0075 1.7191 -4.8196
H 4.8923 0.1756 -3.0917
H 3.5071 -0.3329 -1.1136
H -2.2377 2.0087 -0.1004
H -3.3193 3.7059 -1.5340
H -2.1596 4.4131 -3.6479
N -5.1566 -1.8819 -2.4328
C -4.0198 -1.4826 -1.8150
C -2.7750 -1.5445 -2.4580
C -1.6511 -1.1221 -1.7936
N -1.6717 -0.6339 -0.5442
C -2.8586 -0.5727 0.0721
C -4.0361 -0.9703 -0.5094
H -5.1100 -2.3639 -3.3121
H -6.0129 -1.9583 -1.9146
H -2.6876 -1.9316 -3.4642
H -0.6811 -1.1850 -2.2670
H -2.8592 -0.1875 1.0832
H -4.9593 -0.8970 0.0493
*
```

Computed properties:
- LUMO energy (spin up / spin down): -2.5 / -3.8 eV
- Expectation value of S²: 8.79

For each atom in turn, the Mulliken charge in e is: Ru 0.843; S -0.278; C 0.439; N -0.967; N 0.301; C 0.520; C -0.257; C -0.451; C -0.695; C -0.472; C -0.467; N -1.070; N 2.259; C -0.259; C 0.199; C -1.024; C -0.758; C -0.743; C -0.584; H 0.264; H 0.474; H 0.450; H 0.433; H 0.399; H 0.410; H 0.441; H 0.499; H 0.448; H 0.473; H 0.488; O -0.660; C 0.461; O -0.608; C 0.230; C -0.937; C -0.520; C -0.963; C -0.322; N 0.878; H 0.612; H 0.455; H 0.476; H 0.387; C -0.850; O -0.459; C 0.904; C -0.429; C -0.844; C 0.182; C -0.500; C -0.675; C 0.312; N -0.816; C 0.917; C 0.209; N -0.081; C 0.555; C -0.838; C -1.140; C -0.446; N 0.567; C -0.198; C -1.187; N 1.349; C -0.674; C -1.295; C -0.562; C 0.909; H 0.245; H 0.347; H 0.348; H 0.404; H 0.440; H 0.251; H 0.433; H 0.205; H 0.450; H 0.492; H 0.414; H 0.229; H 0.527; H 0.587; N -0.463; C 1.059; C -1.010; C -0.561; N 0.483; C -0.584; C -1.165; H 0.212; H 0.207; H 0.360; H 0.496; H 0.490; H 0.391

---

Record 2
The following is a quantum chemistry calculation of C44H36ClMoN3PSSe as an isolated structure, from the OMol25 dataset.

The geometry in ORCA input format:
```
! wB97M-V def2-TZVPD RIJCOSX def2/J DEFGRID3
* xyz 1 3
Mo 0.9918 0.4994 0.1104
C -1.7350 -0.4307 3.0420
C -2.5385 -1.4666 2.3131
C -3.5676 -2.0863 3.0246
C -4.4666 -2.9357 2.4120
C -4.3753 -3.1544 1.0442
C -3.3569 -2.5605 0.3257
C -2.3998 -1.7474 0.9481
P -1.0423 -1.1264 -0.1344
C -1.9853 -0.7715 -1.6637
C -1.5832 -1.3230 -2.8781
C -2.3088 -1.0908 -4.0348
C -3.4536 -0.3105 -3.9795
C -3.8518 0.2430 -2.7744
C -3.1296 0.0373 -1.6023
C -3.6513 0.6574 -0.3320
C -0.0553 -2.6139 -0.5650
C -0.6777 -3.8326 -0.8635
C 0.0521 -4.9209 -1.2947
C 1.4299 -4.8041 -1.4466
C 2.0531 -3.6122 -1.1387
C 1.3337 -2.5044 -0.6750
C 2.1366 -1.2865 -0.2735
H -2.4016 0.3599 3.3945
H -0.9875 0.0202 2.4018
H -1.2293 -0.8417 3.9167
H -3.6716 -1.8659 4.0806
H -5.2544 -3.4011 2.9892
H -5.1022 -3.7733 0.5356
H -3.3247 -2.7017 -0.7467
H -0.6952 -1.9395 -2.9269
H -1.9844 -1.5246 -4.9712
H -4.0343 -0.1295 -4.8746
H -4.7379 0.8656 -2.7355
H -4.1589 1.5934 -0.5568
H -2.8609 0.8788 0.3890
H -4.3655 -0.0064 0.1606
H -1.7467 -3.9364 -0.7634
H -0.4500 -5.8514 -1.5221
H 2.0143 -5.6463 -1.7931
H 3.1291 -3.5262 -1.2360
H 2.8668 -1.0839 -1.0550
H 2.7364 -1.5439 0.5990
S 4.8042 3.1993 0.0647
C 4.9940 2.1515 -1.3034
C 6.0221 2.1615 -2.2414
C 5.9204 1.3065 -3.3177
C 4.8027 0.4771 -3.4635
C 3.7927 0.4599 -2.5252
C 3.9016 1.2879 -1.4057
N 2.9837 1.4353 -0.3568
C 3.3184 2.4292 0.4258
C 2.3644 2.8694 1.4330
C 2.5846 3.9446 2.2876
C 1.5816 4.3348 3.1576
C 0.3683 3.6579 3.1569
C 0.1662 2.5692 2.3151
C 1.1635 2.1479 1.4379
H 6.8610 2.8362 -2.1393
H 6.6984 1.2959 -4.0683
H 4.7199 -0.1549 -4.3372
H 2.9171 -0.1535 -2.6864
H 3.5269 4.4798 2.2680
H 1.7366 5.1723 3.8237
H -0.4241 3.9772 3.8219
H -0.7884 2.0635 2.3504
Cl 3.6816 0.2990 5.4542
C 2.6590 -0.5551 4.3612
C 2.2416 -1.8430 4.6310
C 1.4279 -2.4564 3.6928
C 1.0729 -1.7687 2.5507
N 1.4683 -0.5120 2.2892
C 2.2566 0.0744 3.1940
H 2.5443 -2.3441 5.5401
H 1.0661 -3.4642 3.8399
H 0.4526 -2.2553 1.8129
H 2.5901 1.0819 3.0010
Se 0.5270 1.6844 -2.0460
C -1.1583 2.5827 -2.0690
C -1.8541 2.6304 -3.2706
C -3.0311 3.3590 -3.3241
N -3.5373 4.0308 -2.2903
C -2.8433 3.9999 -1.1567
C -1.6583 3.2968 -0.9915
H -1.4961 2.1021 -4.1440
H -3.5994 3.4022 -4.2466
H -3.2548 4.5670 -0.3283
H -1.1312 3.3348 -0.0474
*
```

Computed properties:
- LUMO energy (spin up / spin down): -3.6 / -3.5 eV
- Expectation value of S²: 2.03

For each atom in turn, the Mulliken charge in e is: Mo -1.721; C -0.797; C 0.952; C -0.604; C -0.781; C -1.093; C -1.045; C 1.135; P 3.521; C 0.733; C -1.005; C -0.868; C -0.915; C -0.618; C 1.325; C -1.723; C -0.053; C -0.822; C -0.901; C -0.847; C -0.721; C 0.542; C -1.755; H 0.644; H -0.935; H 0.548; H 0.494; H 0.416; H 0.475; H 0.354; H 0.448; H 0.446; H 0.424; H 0.499; H 0.623; H -0.018; H 0.398; H 0.394; H 0.495; H 0.416; H 0.526; H 1.053; H 0.635; S -0.389; C 0.815; C -0.727; C -0.610; C -1.084; C -0.338; C -0.151; N 0.771; C 1.105; C 0.885; C -0.734; C -1.007; C -0.934; C 0.129; C 0.232; H 0.436; H 0.416; H 0.434; H 0.350; H 0.490; H 0.428; H 0.502; H 0.345; Cl -0.211; C -0.141; C -0.489; C -1.180; C -0.727; N 1.229; C -0.677; H 0.495; H 0.525; H 0.539; H 0.348; Se -0.167; C 0.494; C -0.505; C -0.535; N -0.563; C -0.580; C -0.168; H 0.454; H 0.407; H 0.386; H 0.424

---

Quick rundown of E_tot, same order as above: -82142.0576; -150526.6927 eV
Quick rundown of energy relative to the best compared isomer or geometry (same formula, charge and spin), same order as above: 0.000; 0.000 eV